Entry 1:
{"formula": "C25H26Cl3N5RuS2", "method": "wB97M-V/def2-TZVPD", "species": ["Ru", "C", "C", "C", "C", "C", "C", "C", "N", "N", "C", "C", "C", "C", "C", "C", "N", "C", "C", "C", "C", "C", "C", "N", "H", "H", "H", "H", "H", "H", "H", "H", "H", "H", "H", "H", "H", "H", "H", "H", "H", "H", "H", "H", "C", "C", "S", "C", "C", "S", "H", "H", "H", "H", "H", "H", "Cl", "C", "Cl", "Cl", "C", "N"], "xyz": [[0.503, -0.262, 0.039], [-2.247, -0.267, -1.253], [-1.713, -0.910, -2.529], [-0.658, -1.983, -2.423], [-0.848, -3.167, -3.132], [0.131, -4.141, -3.132], [1.295, -3.894, -2.422], [1.401, -2.705, -1.728], [0.456, -1.761, -1.709], [-1.306, 0.711, -0.646], [-2.009, 1.374, 0.492], [-1.262, 2.554, 1.112], [-1.914, 3.365, 2.036], [-1.205, 4.403, 2.623], [0.115, 4.610, 2.253], [0.669, 3.762, 1.303], [-0.004, 2.755, 0.750], [-1.002, 1.772, -1.661], [0.370, 1.654, -2.264], [0.680, 2.267, -3.471], [1.979, 2.211, -3.941], [2.935, 1.536, -3.196], [2.546, 0.931, -2.017], [1.291, 0.985, -1.559], [-2.486, -1.017, -0.504], [-3.165, 0.273, -1.515], [-1.333, -0.139, -3.204], [-2.571, -1.348, -3.041], [-1.767, -3.310, -3.684], [-0.008, -5.066, -3.676], [2.105, -4.610, -2.389], [2.296, -2.498, -1.156], [-2.174, 0.600, 1.241], [-2.987, 1.737, 0.150], [-2.950, 3.182, 2.298], [-1.680, 5.044, 3.355], [0.702, 5.409, 2.685], [1.699, 3.882, 0.984], [-1.037, 2.741, -1.176], [-1.774, 1.782, -2.435], [-0.090, 2.788, -4.026], [2.245, 2.689, -4.874], [3.963, 1.471, -3.524], [3.245, 0.375, -1.406], [-2.007, -2.676, 3.174], [-1.078, -1.727, 2.493], [-0.587, -2.127, 0.941], [-0.569, -0.548, 3.102], [-0.870, -0.121, 4.509], [0.559, 0.378, 2.279], [-2.386, -3.409, 2.470], [-2.859, -2.152, 3.613], [-1.497, -3.212, 3.978], [-1.685, -0.705, 4.938], [-1.141, 0.930, 4.545], [0.008, -0.249, 5.144], [4.554, -3.855, 1.069], [3.848, -2.592, 2.092], [2.787, -3.301, 3.319], [5.116, -1.617, 2.841], [3.028, -1.732, 1.249], [2.342, -1.069, 0.613]], "mulliken_charge": [-0.431, -1.397, -0.988, 0.703, -0.998, -0.526, -0.879, -0.267, 0.856, 1.707, -1.626, 0.763, -1.194, -0.503, -0.804, -0.311, 0.278, -1.826, 0.713, -1.008, -0.443, -0.823, -0.552, 0.908, 0.541, 0.587, 0.285, 0.568, 0.452, 0.422, 0.457, 0.284, 0.532, 0.529, 0.479, 0.435, 0.445, 0.410, 0.853, 0.606, 0.491, 0.435, 0.461, 0.407, -1.624, 0.662, -0.326, 0.598, -1.362, -0.320, 0.483, 0.379, 0.321, 0.400, 0.299, 0.300, -0.096, 0.719, -0.066, -0.084, 0.016, -0.333], "s_squared": 0.761, "multiplicity": 2, "gap_ev": [7.0, 6.5], "charge": 1, "homo_energy_ha": [-0.338, -0.363]}

***

Entry 2:
{"formula": "C44H77N11", "method": "wB97M-V/def2-TZVPD", "species": ["C", "C", "C", "C", "N", "H", "H", "H", "H", "H", "H", "H", "C", "C", "C", "C", "N", "H", "H", "H", "H", "H", "H", "H", "C", "C", "C", "C", "N", "H", "H", "H", "H", "H", "H", "H", "C", "C", "C", "C", "N", "H", "H", "H", "H", "H", "H", "H", "C", "C", "C", "C", "N", "H", "H", "H", "H", "H", "H", "H", "C", "C", "C", "C", "N", "H", "H", "H", "H", "H", "H", "H", "C", "C", "C", "C", "N", "H", "H", "H", "H", "H", "H", "H", "C", "C", "C", "C", "N", "H", "H", "H", "H", "H", "H", "H", "C", "C", "C", "C", "N", "H", "H", "H", "H", "H", "H", "H", "C", "C", "C", "C", "N", "H", "H", "H", "H", "H", "H", "H", "C", "C", "C", "C", "N", "H", "H", "H", "H", "H", "H", "H"], "xyz": [[4.019, 2.339, 6.102], [4.117, 2.969, 4.730], [3.095, 2.417, 3.736], [1.717, 2.621, 4.173], [0.633, 2.772, 4.513], [4.086, 1.252, 6.060], [3.057, 2.594, 6.550], [4.800, 2.752, 6.738], [5.101, 2.875, 4.270], [3.938, 4.043, 4.830], [3.227, 1.340, 3.587], [3.224, 2.850, 2.743], [-5.516, 3.651, -0.653], [-6.208, 2.274, -0.761], [-5.395, 1.223, -1.521], [-4.090, 1.025, -0.909], [-3.056, 0.889, -0.436], [-5.556, 4.023, 0.369], [-5.998, 4.374, -1.309], [-4.462, 3.601, -0.932], [-7.204, 2.397, -1.179], [-6.356, 1.877, 0.249], [-5.183, 1.568, -2.539], [-5.923, 0.273, -1.592], [0.114, 1.976, -4.819], [0.899, 2.792, -3.800], [0.670, 4.310, -3.902], [1.791, 5.091, -3.374], [2.656, 5.712, -2.936], [-0.958, 1.959, -4.613], [0.495, 0.959, -4.800], [0.247, 2.440, -5.797], [1.965, 2.558, -3.852], [0.646, 2.537, -2.764], [-0.214, 4.634, -3.349], [0.532, 4.626, -4.940], [-0.437, -0.629, 1.340], [0.506, 0.550, 1.236], [0.529, 1.174, -0.160], [1.047, 0.311, -1.211], [1.455, -0.368, -2.044], [-0.173, -1.473, 0.700], [-1.488, -0.348, 1.345], [-0.323, -1.089, 2.334], [1.517, 0.181, 1.447], [0.286, 1.323, 1.971], [1.144, 2.082, -0.152], [-0.465, 1.522, -0.458], [-0.129, 2.316, 8.023], [-0.715, 1.080, 7.355], [0.377, 0.181, 6.785], [-0.097, -0.686, 5.710], [-0.471, -1.363, 4.861], [0.460, 2.040, 8.904], [-0.936, 2.945, 8.402], [0.481, 2.918, 7.352], [-1.318, 1.443, 6.516], [-1.418, 0.580, 8.016], [0.784, -0.483, 7.554], [1.195, 0.802, 6.420], [-4.128, -2.151, 2.156], [-3.618, -3.579, 2.121], [-2.214, -3.755, 2.679], [-1.675, -5.092, 2.446], [-1.212, -6.114, 2.214], [-3.616, -1.480, 1.460], [-4.158, -1.694, 3.148], [-5.173, -2.125, 1.829], [-3.634, -3.897, 1.076], [-4.291, -4.214, 2.698], [-2.204, -3.574, 3.757], [-1.487, -3.047, 2.271], [2.621, -1.034, -5.618], [2.685, 0.183, -6.531], [3.079, -0.163, -7.984], [4.428, -0.725, -8.037], [5.479, -1.189, -8.042], [2.300, -0.791, -4.604], [3.555, -1.590, -5.608], [1.824, -1.713, -5.950], [3.436, 0.884, -6.160], [1.700, 0.642, -6.563], [3.031, 0.745, -8.583], [2.377, -0.884, -8.409], [5.780, -1.605, -4.015], [4.805, -1.330, -2.881], [4.916, 0.098, -2.310], [4.819, 1.135, -3.341], [4.726, 1.949, -4.145], [5.656, -0.926, -4.859], [5.644, -2.613, -4.409], [6.795, -1.534, -3.623], [5.044, -2.004, -2.055], [3.746, -1.436, -3.106], [5.891, 0.255, -1.830], [4.170, 0.276, -1.537], [1.854, -3.503, -0.284], [0.703, -4.497, -0.309], [1.023, -5.846, -0.978], [1.410, -5.648, -2.380], [1.712, -5.494, -3.475], [2.740, -3.893, 0.226], [1.591, -2.595, 0.263], [2.128, -3.189, -1.294], [-0.118, -4.004, -0.837], [0.366, -4.729, 0.700], [0.093, -6.412, -1.010], [1.823, -6.343, -0.437], [-1.722, -2.215, -3.742], [-1.626, -1.827, -2.265], [-2.582, -2.586, -1.340], [-3.966, -2.526, -1.818], [-5.052, -2.408, -2.168], [-1.779, -3.291, -3.906], [-0.891, -1.802, -4.312], [-2.626, -1.756, -4.154], [-1.847, -0.761, -2.211], [-0.619, -1.988, -1.878], [-2.587, -2.095, -0.363], [-2.292, -3.630, -1.216], [-2.543, 3.305, 2.581], [-3.376, 2.527, 3.586], [-2.942, 1.075, 3.574], [-3.280, 0.356, 4.811], [-3.471, -0.228, 5.780], [-1.479, 3.269, 2.825], [-2.844, 4.339, 2.425], [-2.625, 2.811, 1.603], [-4.430, 2.616, 3.306], [-3.325, 2.956, 4.587], [-1.849, 0.990, 3.582], [-3.393, 0.514, 2.758]], "mulliken_charge": [-0.928, -0.659, -0.349, 0.254, -0.390, 0.283, 0.160, 0.374, 0.356, 0.318, 0.250, 0.436, -0.986, -0.523, -0.602, 0.047, -0.020, 0.225, 0.355, 0.276, 0.424, 0.282, 0.303, 0.262, -0.998, 1.004, -0.344, 0.130, -0.452, 0.380, -0.163, 0.443, -0.099, -0.531, 0.315, 0.313, 0.476, -0.181, -0.529, -0.375, 0.209, -0.574, -0.066, 0.170, 0.383, -0.275, 0.596, 0.197, -1.373, 0.171, 0.272, 0.005, -0.390, 0.352, 0.400, 0.248, -0.309, 0.484, 0.451, -0.377, -0.599, -0.636, 0.924, -0.017, -0.537, -0.194, 0.364, 0.348, 0.253, 0.460, 0.388, -0.602, -0.440, 0.286, -0.706, 0.254, -0.470, -0.461, 0.385, 0.386, 0.102, -0.026, 0.369, 0.341, -1.540, 0.547, -0.235, 0.315, -0.573, 0.331, 0.404, 0.395, 0.404, -0.484, 0.467, -0.078, -0.918, 0.432, -0.554, 0.200, -0.484, 0.468, -0.031, 0.198, -0.332, 0.146, 0.354, 0.369, -1.741, 1.065, 0.887, -0.077, -0.731, 0.381, 0.314, 0.423, 0.145, -0.510, -0.935, 0.753, -0.730, -0.600, 1.930, -0.537, -0.565, 0.126, 0.434, -0.011, 0.336, 0.376, -0.615, -0.202], "gap_ev": 11.1, "homo_energy_ha": -0.410, "smiles": "CCCC#N.CCCC#N.CCCC#N.CCCC#N.CCCC#N.CCCC#N.CCCC#N.CCCC#N.CCCC#N.CCCC#N.CCCC#N"}

***

Entry 3:
{"formula": "C2H3N3O", "method": "wB97M-V/def2-TZVPD", "species": ["N", "C", "C", "N", "N", "O", "H", "H", "H"], "xyz": [[-1.352, 0.082, 0.191], [-0.177, -0.411, -0.256], [1.119, 0.013, -0.137], [1.516, 1.036, 0.530], [2.045, 1.883, 1.068], [-0.260, -1.544, -0.962], [-2.224, -0.382, -0.016], [-1.381, 0.951, 0.696], [0.713, -1.627, -1.114]], "mulliken_charge": [-0.370, 0.660, -0.566, 0.630, -0.706, -0.468, 0.232, 0.201, 0.387], "gap_ev": 9.0, "homo_energy_ha": -0.309}

***

Entry 4:
{"formula": "C6H9P", "method": "wB97M-V/def2-TZVPD", "species": ["C", "C", "C", "C", "C", "P", "C", "H", "H", "H", "H", "H", "H", "H", "H", "H"], "xyz": [[1.001, -1.012, 1.217], [0.482, 0.160, 0.612], [-0.411, 0.138, -0.446], [-0.813, -1.218, -1.038], [-0.811, 1.459, -1.036], [-0.081, 2.787, 0.176], [0.646, 1.497, 1.047], [0.539, -1.276, 2.135], [2.131, -0.864, 1.478], [0.956, -1.891, 0.594], [-0.094, -1.455, -1.905], [-1.770, -1.220, -1.492], [-0.756, -2.009, -0.281], [-0.340, 1.611, -1.927], [-1.924, 1.536, -1.117], [1.245, 1.757, 1.983]], "mulliken_charge": [-1.368, 0.619, 0.534, -1.401, -0.921, -0.139, -0.398, 0.281, 0.307, 0.402, 0.266, 0.387, 0.336, 0.397, 0.405, 0.293], "gap_ev": 8.1, "homo_energy_ha": -0.285, "smiles": "CC1=C(C)CP=C1"}

***

Entry 5:
{"formula": "C24H52NO4", "method": "wB97M-V/def2-TZVPD", "species": ["C", "C", "C", "C", "C", "C", "C", "C", "C", "C", "C", "C", "C", "C", "C", "C", "N", "H", "H", "H", "H", "H", "H", "H", "H", "H", "H", "H", "H", "H", "H", "H", "H", "H", "H", "H", "H", "H", "H", "H", "H", "H", "H", "H", "H", "H", "H", "H", "H", "H", "H", "H", "H", "O", "C", "O", "C", "C", "C", "H", "H", "H", "H", "H", "H", "H", "H", "O", "C", "O", "C", "C", "C", "H", "H", "H", "H", "H", "H", "H", "H"], "xyz": [[-2.558, 4.675, 2.667], [-3.471, 3.450, 2.548], [-3.675, 2.976, 1.108], [-2.448, 2.277, 0.520], [-2.532, 2.071, -1.005], [-1.429, 2.774, -1.803], [-0.002, 2.370, -1.396], [1.045, 3.503, -1.378], [1.711, 3.744, -0.009], [3.193, 4.144, -0.065], [4.161, 3.189, -0.785], [4.789, 2.057, 0.063], [3.904, 1.408, 1.129], [2.904, 0.414, 0.543], [1.963, -0.232, 1.569], [0.615, -0.531, 0.923], [-0.027, -1.780, 1.454], [-3.130, 5.601, 2.578], [-2.034, 4.704, 3.624], [-1.800, 4.691, 1.880], [-3.075, 2.620, 3.145], [-4.448, 3.689, 2.979], [-4.526, 2.289, 1.060], [-3.936, 3.838, 0.482], [-2.337, 1.311, 1.026], [-1.554, 2.862, 0.769], [-3.497, 2.457, -1.348], [-2.531, 1.003, -1.252], [-1.575, 2.553, -2.865], [-1.555, 3.858, -1.703], [0.345, 1.575, -2.067], [-0.044, 1.921, -0.401], [1.809, 3.310, -2.131], [0.558, 4.431, -1.695], [1.178, 4.557, 0.497], [1.578, 2.870, 0.636], [3.255, 5.129, -0.541], [3.554, 4.297, 0.959], [4.990, 3.795, -1.161], [3.694, 2.767, -1.678], [5.701, 2.434, 0.533], [5.114, 1.259, -0.615], [4.548, 0.874, 1.838], [3.377, 2.165, 1.717], [3.451, -0.377, 0.023], [2.300, 0.907, -0.226], [1.824, 0.430, 2.429], [2.410, -1.161, 1.943], [0.711, -0.692, -0.150], [-0.109, 0.266, 1.092], [-0.940, -1.952, 0.935], [-0.258, -1.681, 2.441], [0.607, -2.569, 1.349], [2.216, -2.420, -1.156], [2.544, -3.572, -1.001], [3.846, -3.843, -0.875], [4.367, -5.167, -0.638], [4.538, -5.944, -1.923], [1.540, -4.702, -1.024], [3.745, -5.694, 0.085], [5.329, -4.982, -0.166], [3.584, -6.131, -2.417], [5.003, -6.906, -1.710], [5.179, -5.396, -2.612], [1.409, -5.008, -2.062], [0.584, -4.320, -0.674], [1.824, -5.576, -0.445], [-2.586, -1.711, 0.512], [-3.456, -2.358, -0.055], [-4.641, -1.799, -0.154], [-5.751, -2.387, -0.877], [-6.519, -3.367, -0.022], [-3.211, -3.750, -0.570], [-5.395, -2.828, -1.807], [-6.363, -1.528, -1.136], [-5.913, -4.230, 0.256], [-7.385, -3.728, -0.575], [-6.869, -2.883, 0.888], [-3.406, -4.449, 0.245], [-2.168, -3.838, -0.864], [-3.839, -4.025, -1.411]], "mulliken_charge": [-0.998, -0.563, -0.920, 0.511, -0.694, -1.150, 0.969, -0.967, -0.139, -1.298, -0.612, -1.127, -0.741, -0.355, -0.673, -0.695, 0.095, 0.322, 0.319, 0.151, 0.301, 0.400, 0.330, 0.451, -0.101, -0.087, 0.568, 0.061, 0.387, 0.412, 0.596, -1.030, 0.304, 0.542, 0.413, -0.011, 0.415, 0.470, 0.463, 0.357, 0.382, 0.339, 0.470, 0.379, 0.504, -0.030, 0.380, 0.581, 0.449, 0.015, 0.252, 0.386, 0.377, -0.546, 0.707, -0.336, -0.383, -0.993, -0.609, 0.334, 0.332, 0.278, 0.375, 0.305, 0.373, -0.191, 0.372, -0.686, 0.833, -0.338, -0.416, -0.986, -1.044, 0.362, 0.328, 0.281, 0.374, 0.307, 0.314, 0.118, 0.370], "gap_ev": 10.0, "charge": 1, "homo_energy_ha": -0.458}

***

Entry 6:
{"formula": "C16H19ClNO5P", "method": "wB97M-V/def2-TZVPD", "species": ["C", "C", "Cl", "C", "N", "C", "O", "C", "C", "C", "C", "P", "C", "C", "C", "C", "C", "O", "H", "H", "H", "H", "H", "H", "H", "H", "H", "H", "H", "H", "H", "H", "H", "O", "C", "O", "C", "C", "O", "H", "H", "H", "H"], "xyz": [[4.542, -2.416, 0.127], [3.369, -1.426, 0.539], [3.367, 0.035, -0.539], [1.977, -2.126, 0.693], [1.343, -2.537, -0.576], [0.388, -3.607, -0.268], [0.512, -4.782, -0.396], [-0.833, -2.777, 0.252], [-1.915, -3.097, 1.156], [-2.868, -2.009, 1.434], [-2.745, -0.660, 0.835], [-3.907, 0.762, 1.209], [-4.382, 0.604, 3.020], [-5.416, 0.733, 0.086], [-1.657, -0.362, -0.123], [-0.730, -1.438, -0.383], [0.543, -1.540, -1.281], [0.845, -1.028, -2.311], [5.363, -1.754, -0.262], [4.221, -3.183, -0.618], [4.911, -2.865, 1.086], [3.649, -1.057, 1.566], [1.339, -1.481, 1.355], [2.168, -3.076, 1.273], [-1.988, -4.109, 1.603], [-3.733, -2.175, 2.123], [-3.627, 1.168, 3.633], [-5.410, 0.997, 3.201], [-4.263, -0.476, 3.310], [-5.155, 0.197, -0.858], [-6.256, 0.253, 0.650], [-5.669, 1.799, -0.159], [-1.528, 0.622, -0.619], [1.595, 6.407, -0.640], [1.940, 5.466, -1.279], [1.088, 4.583, -1.869], [1.866, 3.745, -2.720], [3.238, 3.836, -2.112], [3.237, 5.130, -1.515], [1.478, 2.727, -2.726], [1.831, 4.144, -3.737], [3.401, 3.087, -1.333], [4.030, 3.752, -2.855]], "mulliken_charge": [-1.139, 0.131, -0.163, -0.803, 0.131, 0.081, -0.505, 0.618, -0.958, -0.085, 0.429, 0.131, -0.976, -0.938, -0.997, 0.532, -0.015, -0.489, 0.358, 0.285, 0.318, 0.324, 0.355, 0.382, 0.410, 0.352, 0.285, 0.341, 0.268, 0.294, 0.314, 0.310, 0.415, -0.516, 0.634, -0.325, -0.251, -0.137, -0.335, 0.231, 0.245, 0.153, 0.304], "gap_ev": 7.6, "homo_energy_ha": -0.300, "smiles": "C[C@@H](Cl)CN1C(=O)c2ccc(P(C)C)cc2C1=O.O=C1OCCO1"}